# 1
The following is a DFT calculation (ωB97M-V/def2-TZVPD) of a molecular structure, C5H5NS at a distorted geometry.

Calculated values
**Frontier orbital gap**: 7.66 eV
**ΔE to the lowest compared entry with this formula, charge and spin**: 275.69 kJ/mol

The geometry in ORCA input format:
```
! wB97M-V def2-TZVPD RIJCOSX def2/J DEFGRID3
* xyz 0 1
S -3.24 -0.38 0.14
N -0.61 -0.99 -0.35
C -1.05 1.25 -0.24
C 0.61 -0.35 -0.16
H -0.86 -1.91 -0.18
C 0.24 1.00 -0.03
C 1.91 -0.68 0.23
H 2.72 0.08 0.32
C -1.62 -0.13 -0.18
H 2.40 -1.77 -0.01
H 1.26 1.69 0.62
H -1.77 2.17 -0.15
*
```

Atom charges from the Mulliken analysis, given in e for atoms 1 to 4: -0.313, -0.115, -0.456, 0.653


# 2
The following is a DFT calculation (ωB97M-V/def2-TZVPD) of a single C5H5NS molecule at a distorted geometry.

Calculated values
**Frontier orbital gap**: 7.95 eV
**ΔE to the lowest compared entry with this formula, charge and spin**: 565.03 kJ/mol

The geometry in ORCA input format:
```
! wB97M-V def2-TZVPD RIJCOSX def2/J DEFGRID3
* xyz 0 1
C 1.20 1.29 -0.13
C -0.05 1.01 -0.16
H -2.13 -1.53 0.08
N -1.28 -0.89 -0.22
H -1.49 0.73 1.10
S 2.44 0.06 -0.20
C 1.39 -1.30 0.08
H 1.54 2.34 0.17
C 0.10 -1.08 -0.15
H -2.29 1.01 -0.59
C -1.42 0.55 0.08
H 1.99 -2.20 -0.06
*
```

Atom charges from the Mulliken analysis, given in e for atoms 1 to 4: -0.322, -0.125, 0.263, -0.291


# 3
The following is a DFT calculation (ωB97M-V/def2-TZVPD) of a single C5H5NS molecule at a distorted geometry.

Calculated values
**Frontier orbital gap**: 7.54 eV
**ΔE to the lowest compared entry with this formula, charge and spin**: 135.48 kJ/mol
**SMILES**: C/C(C=S)=C/C#N

The geometry in ORCA input format:
```
! wB97M-V def2-TZVPD RIJCOSX def2/J DEFGRID3
* xyz 0 1
H -0.17 2.00 -0.53
H -2.08 -0.19 0.95
C -1.62 -0.21 -0.04
C 0.44 1.18 -0.17
S 2.15 -1.75 -0.15
C 1.82 1.36 0.03
C -0.11 -0.04 0.02
H -2.06 0.62 -0.60
N 2.98 1.56 0.12
H -0.05 -2.10 0.59
H -1.95 -1.12 -0.48
C 0.64 -1.31 0.26
*
```

Atom charges from the Mulliken analysis, given in e for atoms 1 to 4: 0.330, 0.301, -1.464, -0.187


# 4
The following is a DFT calculation (ωB97M-V/def2-TZVPD) of a molecular structure, C5H5NS2 at a distorted geometry.

Calculated values
**Frontier orbital gap**: 8.11 eV
**ΔE to the lowest compared entry with this formula, charge and spin**: 449.12 kJ/mol

The geometry in ORCA input format:
```
! wB97M-V def2-TZVPD RIJCOSX def2/J DEFGRID3
* xyz 0 1
N 2.05 -0.03 1.86
C -1.22 1.09 0.39
S -2.14 -1.59 0.06
C 1.08 -0.29 -1.33
S 0.69 0.50 -2.66
H 2.09 -0.54 -1.21
C 1.22 -0.30 1.10
C 0.34 -0.84 -0.04
H -1.32 0.90 1.75
H -2.08 1.80 -0.33
H 0.35 -1.97 0.24
H 0.05 1.62 0.14
C -1.10 -0.36 0.04
*
```

Atom charges from the Mulliken analysis, given in e for atoms 1 to 4: -0.434, -0.723, -0.249, -0.349


# 5
The following is a DFT calculation (ωB97M-V/def2-TZVPD) of a gas-phase ion, C5H5O2P2 (charge -1) at a distorted geometry.

Calculated values
**Frontier orbital gap**: 8.18 eV
**ΔE to the lowest compared entry with this formula, charge and spin**: 72.00 kJ/mol
**SMILES**: [H]/P=C1/C(=O)C=C([O-])[C@@H]1P

The geometry in ORCA input format:
```
! wB97M-V def2-TZVPD RIJCOSX def2/J DEFGRID3
* xyz -1 1
H 0.59 -2.81 -0.30
P 1.85 2.19 0.19
C 1.58 -0.91 -0.21
H 0.75 2.87 0.57
H -1.06 0.56 -1.75
C 0.44 -1.69 -0.04
O -1.82 -1.44 0.71
C 0.97 0.82 0.19
O 2.64 -1.03 -0.76
H -2.63 0.07 -0.45
H -0.55 0.73 1.59
P -1.64 1.22 -0.66
C -0.42 0.50 0.52
C -0.71 -1.08 0.40
*
```

Atom charges from the Mulliken analysis, given in e for atoms 1 to 4: 0.242, -0.189, 0.502, -0.057


# 6
The following is a DFT calculation (ωB97M-V/def2-TZVPD) of a molecular structure, C5H5OPr at a distorted geometry.

Calculated values
**Frontier orbital gap (alpha / beta)**: 4.51 / 8.43 eV
**ΔE to the lowest compared entry with this formula, charge and spin**: 0.00 kJ/mol
**⟨S²⟩**: 3.770

The geometry in ORCA input format:
```
! wB97M-V def2-TZVPD RIJCOSX def2/J DEFGRID3
* xyz 3 4
H 1.90 1.21 2.98
C 1.17 -0.81 2.59
C 1.39 0.56 2.26
H -1.88 1.55 -5.23
H -2.04 -0.33 -5.01
O 1.31 0.96 1.07
Pr 0.26 0.92 -1.14
C 0.45 -1.57 3.35
C -1.10 0.73 -3.51
C -1.69 0.64 -4.63
H 0.84 -2.53 3.70
H -0.61 -1.35 3.57
*
```

Atom charges from the Mulliken analysis, given in e for atoms 1 to 4: 0.387, 0.152, 0.266, 0.314


# 7
The following is a DFT calculation (ωB97M-V/def2-TZVPD) of a single C5H6 molecule at a distorted geometry.

Calculated values
**Frontier orbital gap**: 9.56 eV
**ΔE to the lowest compared entry with this formula, charge and spin**: 242.15 kJ/mol
**SMILES**: C#CC(=C)C

The geometry in ORCA input format:
```
! wB97M-V def2-TZVPD RIJCOSX def2/J DEFGRID3
* xyz 0 1
H -1.02 0.26 -2.20
C -0.67 -1.33 0.20
H -0.81 -1.40 1.34
C -0.12 -0.03 -0.21
C 0.86 0.56 0.68
C -0.52 0.70 -1.35
H 0.01 1.77 -1.33
H 2.38 1.66 1.75
C 1.61 1.38 1.18
H 0.02 -2.13 0.00
H -1.73 -1.44 -0.07
*
```

Atom charges from the Mulliken analysis, given in e for atoms 1 to 4: 0.316, -1.139, 0.297, 0.692


# 8
The following is a DFT calculation (ωB97M-V/def2-TZVPD) of 2 unconnected molecules or ions with the total composition C5H6 at a distorted geometry.

Calculated values
**Frontier orbital gap (alpha / beta)**: 8.85 / 9.42 eV
**ΔE to the lowest compared entry with this formula, charge and spin**: 784.25 kJ/mol

The geometry in ORCA input format:
```
! wB97M-V def2-TZVPD RIJCOSX def2/J DEFGRID3
* xyz 0 1
H -1.25 -0.24 2.02
H 0.83 -3.16 0.15
C 1.08 0.43 -0.30
H 1.48 0.53 -1.34
H -2.11 0.09 -0.89
H 1.87 0.39 0.53
C -0.72 0.02 1.00
C -0.14 1.14 0.15
C 0.02 -0.72 -0.03
H -0.19 2.19 0.17
C -1.16 0.11 -0.39
*
```

Atom charges from the Mulliken analysis, given in e for atoms 1 to 4: 0.335, 0.081, -0.289, 0.271


# 9
The following is a DFT calculation (ωB97M-V/def2-TZVPD) of a molecular structure, C5H6AuCl2EuO4S at a distorted geometry.

Calculated values
**Frontier orbital gap (alpha / beta)**: 5.68 / 6.57 eV
**ΔE to the lowest compared entry with this formula, charge and spin**: 0.00 kJ/mol
**⟨S²⟩**: 20.034

The geometry in ORCA input format:
```
! wB97M-V def2-TZVPD RIJCOSX def2/J DEFGRID3
* xyz 4 9
C -2.20 2.21 -4.17
O -2.53 -0.87 2.32
C 1.43 -1.21 2.44
Cl -1.88 -2.05 -1.07
C -4.30 -0.47 -3.52
H 2.24 -1.73 2.97
H 4.33 -0.18 1.89
Eu -1.61 -0.48 -3.27
O 1.27 0.72 0.63
H 0.69 -1.94 2.09
O -5.40 -0.72 -3.75
H 0.95 -0.47 3.07
H 3.20 1.18 2.31
O -2.33 3.24 -4.65
C -2.15 -0.27 1.42
Au -1.20 0.48 -0.06
Cl -0.12 1.43 -1.87
S 2.16 -0.44 1.01
H 3.88 1.07 0.67
C 3.55 0.50 1.54
*
```

Atom charges from the Mulliken analysis, given in e for atoms 1 to 4: 0.048, -0.069, -0.886, -0.192


# 10
The following is a DFT calculation (ωB97M-V/def2-TZVPD) of a molecular structure, C5H6B3Br4ClIO6P at a distorted geometry.

Calculated values
**Frontier orbital gap**: 8.74 eV
**ΔE to the lowest compared entry with this formula, charge and spin**: 0.00 kJ/mol

The geometry in ORCA input format:
```
! wB97M-V def2-TZVPD RIJCOSX def2/J DEFGRID3
* xyz 0 1
Br 3.48 0.93 1.97
Br 2.85 0.19 -4.47
H -1.72 0.90 2.01
C -3.00 2.24 0.85
H 1.83 -1.33 0.74
O -2.44 -1.33 -0.23
C -2.51 0.82 1.23
H 2.96 2.60 -3.91
C 2.80 1.72 -3.29
C 1.62 -0.46 0.07
I -3.01 3.02 -1.15
B 0.17 -0.68 -0.53
Cl -1.81 -2.33 3.17
Br 1.07 1.92 -2.46
H -3.34 0.23 1.66
C 1.79 0.79 0.95
Br 4.22 1.67 -1.98
P -1.48 -3.49 1.44
O -0.80 0.33 -0.76
O 0.05 -4.12 1.68
B -1.36 -2.20 0.02
B -1.89 -0.04 0.04
O -3.39 2.93 1.70
H 0.70 -3.41 1.69
O 1.02 1.64 1.09
H 2.41 -0.52 -0.71
O -0.23 -2.01 -0.82
*
```

Atom charges from the Mulliken analysis, given in e for atoms 1 to 4: -0.195, -0.019, 0.342, -0.100


# 11
The following is a DFT calculation (ωB97M-V/def2-TZVPD) of a molecular structure, C5H6BN6O4 at a distorted geometry.

Calculated values
**Frontier orbital gap**: 7.34 eV
**ΔE to the lowest compared entry with this formula, charge and spin**: 0.00 kJ/mol

The geometry in ORCA input format:
```
! wB97M-V def2-TZVPD RIJCOSX def2/J DEFGRID3
* xyz -1 1
N -2.78 -1.85 -0.73
C 0.97 0.57 -0.38
C 0.56 -0.80 -0.07
N -0.87 -0.98 -0.30
O 2.65 1.99 -0.92
N 2.34 0.80 -0.65
C 0.07 1.61 -0.58
C -1.76 0.05 -0.63
H 1.06 -1.38 3.06
H 0.98 -1.13 1.00
N -1.54 -2.13 -0.38
H 0.47 2.61 -0.68
N -2.95 -0.53 -0.90
B 1.53 -1.89 2.08
O -1.82 3.66 -0.77
N -2.28 2.50 -0.72
O -3.49 2.25 -0.68
H 2.73 -1.83 2.10
O 3.14 -0.16 -0.64
H 1.19 -3.05 2.01
H 1.08 -1.70 -0.53
C -1.30 1.39 -0.68
*
```

Atom charges from the Mulliken analysis, given in e for atoms 1 to 4: -0.548, -0.363, -0.443, 0.757


# 12
The following is a DFT calculation (ωB97M-V/def2-TZVPD) of a molecular structure, C5H6Br2 at a distorted geometry.

Calculated values
**Frontier orbital gap**: 9.88 eV
**ΔE to the lowest compared entry with this formula, charge and spin**: 374.56 kJ/mol

The geometry in ORCA input format:
```
! wB97M-V def2-TZVPD RIJCOSX def2/J DEFGRID3
* xyz 0 1
Br 4.59 0.99 0.07
H -1.47 -1.90 1.27
C -1.94 -0.97 0.87
C 1.91 0.62 -0.96
H 2.15 1.59 -1.41
H 1.20 -0.17 -1.12
C -0.17 0.99 0.54
H 0.47 1.58 0.42
C 2.89 0.05 -0.25
H -2.91 -0.64 1.48
C -0.94 0.12 0.73
Br 2.94 -1.69 0.40
H -2.35 -1.34 -0.10
*
```

Atom charges from the Mulliken analysis, given in e for atoms 1 to 4: -0.160, 0.277, -1.163, -0.943


# 13
The following is a DFT calculation (ωB97M-V/def2-TZVPD) of 2 unconnected molecules or ions with the total composition C5H6BrCl at a distorted geometry.

Calculated values
**Frontier orbital gap (alpha / beta)**: 8.26 / 8.53 eV
**ΔE to the lowest compared entry with this formula, charge and spin**: 431.26 kJ/mol

The geometry in ORCA input format:
```
! wB97M-V def2-TZVPD RIJCOSX def2/J DEFGRID3
* xyz 0 1
H -0.77 -1.69 -1.45
C -0.96 0.16 0.05
Cl 4.16 1.15 0.06
H -0.73 -1.56 1.40
C 1.47 0.58 0.17
Br -1.81 1.89 0.09
H -2.47 -1.07 1.25
C 2.47 1.52 -0.10
H 1.71 -0.38 0.42
H 2.22 2.46 -0.51
H -2.41 -0.98 -1.37
C -1.43 -1.05 0.79
C -1.45 -1.04 -0.80
*
```

Atom charges from the Mulliken analysis, given in e for atoms 1 to 4: 0.196, 0.167, -0.169, 0.229


# 14
The following is a DFT calculation (ωB97M-V/def2-TZVPD) of a gas-phase ion, C5H6BrClN5 (charge +1) at a distorted geometry.

Calculated values
**Frontier orbital gap (alpha / beta)**: 7.53 / 7.53 eV
**ΔE to the lowest compared entry with this formula, charge and spin**: 60.31 kJ/mol
**SMILES**: N/N=C/[N+](=C\Cl)c1[nH]cnc1Br

The geometry in ORCA input format:
```
! wB97M-V def2-TZVPD RIJCOSX def2/J DEFGRID3
* xyz 1 1
C 1.69 -0.84 0.65
C 0.21 0.94 0.83
Br -2.92 0.97 0.47
H 0.19 3.40 0.64
N -0.82 -2.46 0.16
Cl 2.88 0.34 0.87
C -0.75 -1.13 0.48
N 0.43 -0.43 0.60
H -0.10 -3.04 -0.15
H 1.14 3.29 -0.90
H -0.26 1.28 1.80
C -2.04 -0.69 0.36
H 2.08 -1.80 0.38
N 0.50 1.62 -0.19
N -2.87 -1.72 0.03
H -2.44 -3.81 -0.10
C -2.08 -2.78 -0.15
N 0.50 2.85 -0.27
*
```

Atom charges from the Mulliken analysis, given in e for atoms 1 to 4: 0.213, -0.862, -0.055, 0.262


# 15
The following is a DFT calculation (ωB97M-V/def2-TZVPD) of a single C5H6Cl2 molecule at a distorted geometry.

Calculated values
**Frontier orbital gap**: 10.45 eV
**ΔE to the lowest compared entry with this formula, charge and spin**: 22.10 kJ/mol
**SMILES**: Cl/C=C/C=C\CCl

The geometry in ORCA input format:
```
! wB97M-V def2-TZVPD RIJCOSX def2/J DEFGRID3
* xyz 0 1
H 1.50 -0.93 1.56
C -1.16 0.43 -0.71
H -1.47 0.33 -1.80
H 2.06 1.30 0.26
C 1.16 0.71 0.19
C -1.86 -0.27 0.17
Cl -3.15 -1.34 -0.19
C 1.32 -0.75 0.50
Cl 2.70 -1.45 -0.44
H 0.41 -1.40 0.17
H -1.61 -0.18 1.18
H 0.07 2.31 -0.59
C 0.03 1.24 -0.30
*
```

Atom charges from the Mulliken analysis, given in e for atoms 1 to 4: 0.313, -0.307, 0.254, 0.362


# 16
The following is a DFT calculation (ωB97M-V/def2-TZVPD) of a molecular structure, C5H6Cl2GaO4Tm at a distorted geometry.

Calculated values
**Frontier orbital gap (alpha / beta)**: 3.94 / 3.94 eV
**ΔE to the lowest compared entry with this formula, charge and spin**: 0.00 kJ/mol
**⟨S²⟩**: 2.002

The geometry in ORCA input format:
```
! wB97M-V def2-TZVPD RIJCOSX def2/J DEFGRID3
* xyz 4 3
Tm 0.44 -0.74 -1.00
H 1.11 1.77 -2.22
O -2.02 -3.43 0.93
O -6.47 0.26 -0.95
C -3.05 -2.90 0.76
O 0.51 -0.27 2.45
C 3.27 2.60 -1.74
H 3.44 2.26 -2.76
H 4.24 2.86 -1.32
Cl 2.34 -2.20 -0.92
O 1.36 1.13 -1.53
H 3.22 0.62 -0.79
C 2.63 1.53 -0.89
H 2.38 1.86 0.12
C 0.45 -0.40 1.29
C -5.74 -0.52 -0.47
Cl -2.60 -0.30 -0.83
Ga -4.37 -1.65 0.18
H 2.67 3.51 -1.77
*
```

Atom charges from the Mulliken analysis, given in e for atoms 1 to 4: 1.331, 0.373, -0.002, 0.087